Entry from OMol25: a structure of composition C57H44Cl2FeN2O5P2 at a distorted geometry (ωB97M-V/def2-TZVPD).

```
! RIJCOSX wB97M-V def2-TZVPD def2/J DEFGRID3
* xyz -1 6
Fe 0.8712 0.7559 0.3626
Cl 4.9123 -0.3663 1.1745
Cl 7.0941 1.3016 -3.4500
P -2.6009 0.3853 0.4613
P 0.4240 -2.6779 0.4392
O -0.1224 0.1777 -2.3701
O 0.3516 0.2063 2.1507
O 2.3592 -0.2900 -0.3111
O -2.5278 -2.5112 0.9059
O 0.7036 0.1795 4.3714
N 0.3008 2.1976 -0.5441
N 2.3511 1.9659 1.8375
C 0.8502 3.2012 -4.0914
C 0.0746 5.0690 -0.2880
C -6.1023 -2.4823 1.4513
C -2.3410 3.6436 2.8893
C 2.1050 0.1294 -3.2651
C 0.4296 4.3667 -1.5813
C -3.2943 3.4777 3.8770
C 3.1488 3.0138 1.6566
C -2.2103 -3.6222 0.1619
C -6.4001 -1.1875 1.0600
C 0.6324 5.1250 -2.7099
C 0.5188 2.9261 -1.6756
C 5.8390 0.5871 -1.1485
C 5.6934 0.9238 -2.4532
C -4.0430 -0.7150 0.6551
C 3.9125 -3.6992 -1.5525
C -3.8250 1.3032 2.9283
C 3.3149 0.4577 -2.3988
C -3.1351 -4.3890 -0.5284
C 2.2514 -2.4357 2.4838
C 2.1367 -3.5086 -3.1550
C -4.7804 -2.9004 1.4494
C 2.4471 2.3303 4.1812
C -2.8064 -5.6407 -1.0329
C -3.3905 3.4476 -2.2571
C 1.4936 -4.6481 3.9448
C -3.9622 2.2606 3.9242
C 0.8427 -4.3264 2.7515
C 2.9718 -2.7820 3.5997
C 3.3479 3.3418 4.0192
C 1.6801 -3.1847 -0.7928
C -1.4809 -6.0931 -0.8954
C 0.7779 4.5768 -3.9568
C 4.6734 0.2428 -0.4455
C -3.5238 0.6256 -2.1030
C 1.9705 1.6488 3.0686
C -3.1396 1.3774 -0.9851
C -3.8727 1.3066 -3.2785
C -3.0837 2.7730 -1.0937
C 1.2498 -3.1730 -2.1318
C -5.3829 -0.2957 0.6694
C -2.1299 2.6883 1.9222
C 3.4027 0.1619 -0.9990
C -3.8110 2.7076 -3.3435
C 0.9374 0.5735 3.2369
C 4.4583 0.8689 -3.0796
C 3.0044 -3.4435 -0.5093
C -3.8046 -2.0606 0.9595
C 3.6634 3.7460 2.7405
C 0.7437 2.3745 -2.9804
C -2.8995 1.5045 1.8769
C 1.2206 -3.2381 1.9940
C 0.7637 0.8966 -3.2291
C -0.5237 -5.2136 -0.3652
C -0.8509 -3.9417 0.1094
C 2.5876 -3.9080 4.3395
C 3.4964 -3.7361 -2.8639
H 6.8210 0.5376 -0.6554
H 2.4828 -1.5299 1.9246
H 0.3982 0.7154 -4.2523
H 4.2360 -3.9197 -3.6441
H -1.2013 -7.1030 -1.2341
H 1.7887 -3.4624 -4.1785
H 0.8731 5.1898 -4.8425
H 1.0984 2.7515 -5.0511
H -7.4157 -0.8180 1.0996
H 2.4255 0.2317 -4.3114
H 0.0083 -4.9582 2.4878
H 3.7595 -2.1516 3.9683
H 0.2076 -2.8876 -2.3174
H -1.7236 4.5444 2.8294
H -4.1576 -4.0561 -0.6371
H 1.8310 -0.9104 -3.1500
H -4.0807 3.1987 -4.2943
H 0.7801 4.7708 0.4817
H 0.6064 6.2002 -2.5762
H -0.6609 0.8240 -1.9406
H 4.4173 1.1054 -4.1469
H -1.3567 2.7971 1.1647
H 0.1419 6.1504 -0.4299
H 0.5183 -5.5328 -0.3973
H 3.7797 3.8300 4.8670
H 3.3603 -3.4233 0.5424
H -4.1835 0.7344 -4.1495
H -4.6807 2.0999 4.7276
H 3.1260 -4.1427 5.2610
H -2.8064 3.3681 -0.2021
H -6.8704 -3.1761 1.7020
H -4.5262 -3.9273 1.6726
H -3.5489 4.2418 4.5976
H -5.6150 0.7385 0.4542
H 4.3179 4.5470 2.5946
H -0.9166 4.8614 0.0962
H 2.1062 2.0025 5.1552
H -3.3587 4.5422 -2.2419
H 4.9641 -3.8877 -1.3161
H 3.4038 3.3015 0.6426
H -3.4646 -0.4607 -2.1131
H 1.1779 -5.4862 4.5230
H -4.4492 0.4319 2.9894
H -3.5761 -6.2588 -1.4873
*
```

Results
ΔE to the lowest compared entry with this formula, charge and spin ... 0.0 kcal per mole
Kohn-Sham gap (alpha / beta) ... 6.633 / 6.890 eV

Entry from OMol25: a cluster of 2 separate species, C6H14N2O in total at a distorted geometry (ωB97M-V/def2-TZVPD).

```
! RIJCOSX wB97M-V def2-TZVPD def2/J DEFGRID3
* xyz 0 1
O -0.2511 -0.8114 1.4037
N 1.5566 0.2449 -0.4756
N 2.0496 -0.8680 -1.2060
C 0.1531 1.7788 -1.9674
C -1.3522 -0.4109 0.6477
C 0.6508 0.9848 -1.1926
C -2.3760 0.2709 1.5352
C 2.5536 1.0227 0.2476
C -1.9329 -1.5671 -0.1611
H -2.7951 -1.2367 -0.7369
H -1.9074 1.0696 2.1035
H -0.1905 2.5118 -2.6433
H -0.9275 0.3658 -0.1224
H 2.4416 -1.5370 -0.5441
H -2.7734 -0.4554 2.2507
H 2.9860 0.3887 1.0223
H 0.5393 -0.7663 0.7813
H 2.7826 -0.5891 -1.8633
H -1.1786 -1.9493 -0.8496
H -2.2447 -2.3663 0.5127
H 3.3549 1.3910 -0.4128
H -3.2112 0.6540 0.9509
H 2.0724 1.8743 0.7195
*
```

Results
ΔE to the lowest compared entry with this formula, charge and spin ... 110.9 kcal per mole
Kohn-Sham gap ... 9.435 eV
Structure (SMILES) ... C#CN(C)N.CC(C)O

Entry from OMol25: a cluster of 5 separate species, C2H13O4S in total at a distorted geometry (ωB97M-V/def2-TZVPD).

```
! RIJCOSX wB97M-V def2-TZVPD def2/J DEFGRID3
* xyz -1 1
S -0.6569 -0.8896 -1.4513
O -1.6583 0.5526 1.4904
O -1.2874 2.1973 -1.9479
O -1.6230 1.2004 4.4859
O 2.8711 1.5451 -3.1431
C 0.1544 -2.2366 -0.4841
C 1.3322 -1.6350 0.2810
H 2.0452 -1.4166 -0.4323
H 1.9643 1.3733 -3.3807
H -0.5946 -2.7525 0.1150
H 0.5928 -3.0108 -1.1060
H -2.0383 1.9414 -1.4743
H -1.6154 2.1262 4.0862
H 2.8391 0.9230 -2.3248
H 1.9637 -2.2174 0.9471
H -0.8020 0.7735 1.1559
H -1.6373 0.6812 3.6858
H -2.0991 0.1385 0.7504
H 1.2406 -0.6317 0.7984
H -0.9913 1.3378 -2.0515
*
```

Results
ΔE to the lowest compared entry with this formula, charge and spin ... 32.9 kcal per mole
Kohn-Sham gap ... 7.055 eV

Entry from OMol25: a cluster of 11 separate species, C44H77N11 in total at a distorted geometry (ωB97M-V/def2-TZVPD).

```
! RIJCOSX wB97M-V def2-TZVPD def2/J DEFGRID3
* xyz 0 1
N -17.5686 12.9598 -28.6063
N -10.3627 8.0292 -21.4098
N -16.4427 7.9895 -24.8567
N -10.3558 6.1646 -35.5761
N -5.9872 14.9353 -32.5337
N -6.0457 11.4707 -24.2709
N -11.7181 6.1837 -29.7900
N -9.3212 3.6666 -25.3618
N -14.6418 7.1777 -30.7870
N -12.3178 12.5297 -31.2907
N -8.2636 6.4008 -28.4207
C -13.7203 13.0414 -28.2879
C -8.3052 6.3292 -29.5670
C -14.6431 6.0308 -30.7875
C -11.6076 7.2058 -29.2845
C -5.9316 11.4562 -31.7978
C -5.8739 6.5447 -31.3768
C -8.9148 11.6620 -26.2768
C -11.9731 3.2186 -27.6765
C -13.8649 11.0087 -32.7326
C -16.9737 4.2259 -29.7884
C -15.0784 9.4335 -27.7363
C -9.5328 7.4139 -21.9144
C -7.2706 7.0505 -31.7199
C -13.9643 6.3058 -34.1166
C -15.1238 10.4892 -32.0700
C -16.4801 9.3392 -28.3338
C -15.7142 14.4120 -27.4860
C -8.1525 10.9855 -27.4195
C -10.5464 3.7362 -27.6755
C -9.4645 7.3585 -24.8919
C -11.4432 8.5084 -28.6310
C -8.5174 6.6349 -22.6435
C -10.6044 9.6837 -30.7356
C -15.4660 3.9539 -29.6734
C -11.5480 9.7267 -29.5371
C -8.2183 7.1820 -24.0301
C -15.6953 8.0869 -25.7210
C -14.7579 8.2030 -26.8574
C -14.4585 13.6235 -27.0995
C -7.1439 11.2973 -24.5558
C -13.1670 7.6075 -34.0232
C -16.0463 11.6106 -31.6027
C -16.7665 13.6101 -28.1078
C -11.6846 7.3833 -33.6893
C -14.6534 4.5708 -30.8072
C -12.1351 1.7452 -27.3457
C -5.9797 13.8058 -32.7229
C -8.3674 6.2299 -31.0272
C -5.9477 12.3621 -33.0197
C -8.5645 11.0975 -24.9010
C -10.9345 6.7001 -34.7446
C -12.9864 11.8678 -31.9473
C -9.8647 3.6977 -26.3716
C -7.2701 11.3994 -31.0586
H -9.1178 11.6345 -24.1308
H -10.9728 8.9427 -31.4482
H -15.0347 6.4474 -34.2393
H -5.6547 5.5909 -31.8700
H -7.3246 10.6630 -30.2604
H -7.0858 10.9193 -27.1936
H -14.8468 10.3240 -27.1561
H -14.8210 7.2436 -27.3716
H -13.1314 1.3875 -27.6193
H -14.9692 4.2864 -31.8138
H -8.6114 12.7126 -26.3102
H -14.1630 11.5835 -33.6185
H -14.3220 12.3234 -28.8425
H -13.2467 13.8368 -28.8620
H -5.1269 7.2193 -31.7967
H -9.9946 11.6728 -26.4249
H -10.2069 7.9765 -24.3809
H -13.5784 8.1750 -33.1842
H -13.3368 8.2083 -34.9156
H -16.3813 12.2385 -32.4321
H -5.1919 11.7386 -31.0474
H -11.3898 1.1065 -27.8174
H -13.6268 4.2090 -30.7009
H -11.3527 10.6167 -28.9381
H -13.7964 5.6820 -33.2380
H -12.5478 3.8467 -26.9901
H -7.5342 6.4885 -24.5237
H -11.6084 6.9572 -32.6901
H -9.5851 9.4295 -30.4267
H -16.5441 10.0677 -29.1455
H -9.9383 6.4111 -25.1515
H -15.3204 2.8732 -29.7188
H -7.3575 8.0911 -31.3937
H -15.4377 15.2442 -28.1379
H -9.8591 3.2031 -28.3385
H -8.8744 5.6048 -22.6946
H -9.3616 6.6281 -31.2534
H -8.4654 9.9433 -27.5446
H -5.6638 10.4525 -32.1375
H -14.8092 12.8211 -26.4349
H -5.7311 6.3508 -30.3154
H -12.1380 8.5282 -27.7901
H -10.4666 8.5570 -28.1377
H -15.5474 12.2336 -30.8558
H -16.1195 14.8748 -26.5832
H -12.1265 1.5468 -26.2704
H -16.7641 8.3744 -28.7468
H -7.4450 12.3986 -30.6499
H -12.4201 3.4313 -28.6506
H -11.2029 8.3669 -33.6338
H -12.5725 9.7988 -29.9105
H -17.2523 5.2706 -29.6580
H -16.9394 11.2653 -31.0807
H -5.0446 12.1930 -33.6081
H -17.2151 9.6511 -27.5904
H -12.8673 12.4433 -27.9439
H -6.8086 12.1773 -33.6646
H -9.1777 7.8368 -25.8317
H -10.4767 4.7956 -27.9355
H -15.0916 4.2822 -28.7026
H -7.6668 8.1251 -24.0056
H -15.6186 9.7469 -32.6938
H -8.3290 5.1666 -31.2649
H -14.3531 9.3691 -28.5534
H -17.2373 3.9937 -30.8274
H -14.8801 9.9523 -31.1447
H -7.4352 7.0853 -32.7964
H -8.7448 10.0233 -24.8779
H -13.8475 14.1977 -26.4020
H -13.1857 10.2454 -33.1294
H -13.5708 5.7025 -34.9400
H -7.6179 6.6252 -22.0245
H -17.5688 3.5620 -29.1675
H -8.2623 11.5350 -28.3507
H -13.7792 8.3052 -26.3818
H -8.0920 11.2020 -31.7526
H -10.5093 10.6485 -31.2285
*
```

Results
ΔE to the lowest compared entry with this formula, charge and spin ... 21.5 kcal per mole
Kohn-Sham gap ... 11.496 eV
Structure (SMILES) ... CCCC#N.CCCC#N.CCCC#N.CCCC#N.CCCC#N.CCCC#N.CCCC#N.CCCC#N.CCCC#N.CCCC#N.CCCC#N

Entry from OMol25: a cluster of 8 separate species, C43H57BrN8O10S2 in total (ωB97M-V/def2-TZVPD).

```
! RIJCOSX wB97M-V def2-TZVPD def2/J DEFGRID3
* xyz 0 1
Br 0.0493 -5.6697 2.4890
S -1.3861 -1.4040 1.2590
S -9.4936 -0.7854 2.4502
O -4.8238 -2.3645 0.0782
O -0.8613 -1.6651 -3.3019
O 0.9960 -2.3268 0.2996
O -7.7552 -2.0441 0.3446
O -4.2933 -1.2368 1.9422
O 4.1451 -0.5679 1.3366
O 1.3722 -2.9619 2.4332
O -0.8258 -3.2076 -1.7039
O 2.0563 -0.2295 1.5920
O -8.3776 -4.1383 0.8662
N 0.7080 2.7704 3.2587
N 1.3858 -9.6964 -4.6421
N 0.9506 1.7503 -3.6815
N 4.3743 6.3433 -4.1261
N 1.2497 10.3236 -2.2918
N 3.2105 -0.2357 0.7450
N 4.1982 -4.1561 2.8783
N -1.7065 2.2149 7.7727
C 5.4077 6.4530 -3.2366
C 0.9167 -3.2170 1.3661
C 0.9243 0.0734 0.8190
C 4.7047 -5.4016 2.6298
C 0.5901 11.2716 -4.1773
C 0.2034 4.6468 4.3156
C -7.8519 -2.1299 -2.0899
C 1.1825 -5.2337 -0.1169
C -1.4503 0.5216 9.1727
C -2.7637 -1.1007 0.1104
C 4.1900 7.5342 -4.7709
C -8.5793 -2.9612 0.9015
C 1.8112 -8.4125 -4.4373
C 0.3140 -4.5331 0.9417
C -2.4597 2.5090 8.8759
C 6.3443 -4.0785 3.4115
C 0.3132 3.2896 4.4601
C -7.0447 -2.4444 -0.8324
C -2.3217 1.4765 9.7644
C -0.1219 -0.8827 -1.2146
C 5.1147 8.4200 -4.2862
C -4.0335 -1.5486 0.8283
C 5.1885 -3.3443 3.3545
C 0.8550 3.7789 2.3458
C 2.4732 3.1423 -2.8671
C -9.7831 -2.3489 1.5759
C 0.3593 -6.0799 -1.0985
C 0.5454 4.9572 2.9710
C 1.6975 3.8249 -3.8440
C 0.7698 2.9409 -4.3279
C -1.0885 1.0063 7.9445
C 3.3937 -9.8424 -3.7254
C 6.0370 -5.3873 2.9494
C 2.3437 -10.5736 -4.2122
C 1.9867 1.8648 -2.7940
C 1.8882 10.7224 -4.3693
C 2.2678 10.1437 -3.1873
C 0.1540 -1.1819 0.2522
C 3.0554 -8.4687 -3.8681
C 5.8901 7.7331 -3.3116
C -0.6574 -1.9428 -2.1585
C -5.7295 -1.6990 -0.8246
C 0.2237 11.0085 -2.8845
H 4.0779 -6.1915 2.2512
H 0.8486 -7.0296 -1.3131
H 5.7119 5.6171 -2.6302
H 1.1964 -7.5726 -4.7127
H -10.5344 -2.1417 0.8100
H 3.2891 3.5405 -2.2863
H 3.8317 5.5132 -4.2825
H 4.3036 -10.2455 -3.3135
H 3.6579 -7.6211 -3.5867
H -1.2930 -3.2238 -0.8559
H 0.5042 -9.9558 -5.0441
H 1.7959 4.8524 -4.1541
H 0.2467 0.6868 1.4117
H -5.3031 -1.6949 -1.8325
H 0.0032 3.0594 -5.0739
H 6.7144 -6.2207 2.8649
H -0.7638 -0.0028 -1.2970
H 0.1518 2.6493 5.3107
H -10.1850 -3.0997 2.2534
H 1.7805 -4.4899 -0.6473
H -7.6051 -1.1469 -2.4992
H 5.2238 9.4471 -4.5935
H -6.8215 -3.5117 -0.7838
H 2.1988 -11.6374 -4.2890
H -2.6936 -1.6314 -0.8356
H -8.9172 -2.1186 -1.8541
H 3.1690 9.6235 -2.9127
H 6.7062 8.1331 -2.7335
H -8.3104 -1.1279 2.9733
H -1.1274 -0.4129 9.5998
H 0.1768 -5.5459 -2.0312
H 0.4091 0.9170 -3.8411
H -0.4471 0.5937 7.1844
H -2.7923 1.4114 10.7311
H 1.2404 0.6866 -0.0323
H 1.1679 3.5770 1.3349
H -1.6261 2.7970 6.9588
H 4.9878 -2.3185 3.6094
H 0.5675 5.9340 2.5179
H -2.8630 -0.0307 -0.0951
H -3.0258 3.4226 8.9354
H -0.6193 -6.3174 -0.6691
H 0.8793 1.7966 3.0856
H 1.2549 9.9982 -1.3430
H 3.2415 -3.8817 2.7332
H -0.6992 -4.3571 0.5784
H -0.0042 11.7993 -4.9045
H -7.6848 -2.8857 -2.8572
H -5.8962 -0.6719 -0.4852
H 2.3005 1.0321 -2.1870
H -0.0854 5.3419 5.0863
H 2.4757 10.7507 -5.2722
H -0.6731 11.2502 -2.3405
H 3.4167 7.6545 -5.5101
H 7.3026 -3.7187 3.7472
H 0.8421 -0.6020 -1.6506
H 1.8629 -5.8977 0.4187
*
```

Results
Kohn-Sham gap ... 7.589 eV
Structure (SMILES) ... CC[C@@H](Br)C(=O)O[C@@](CON=O)(CC(=O)O)SCC(=O)OC[C@H](C)OC(=O)CS.c1cc[nH]c1.c1cc[nH]c1.c1cc[nH]c1.c1cc[nH]c1.c1cc[nH]c1.c1cc[nH]c1.c1cc[nH]c1

Entry from OMol25: the molecule C5H8N2 at a distorted geometry (ωB97M-V/def2-TZVPD).

```
! RIJCOSX wB97M-V def2-TZVPD def2/J DEFGRID3
* xyz 0 1
N 0.4066 0.2169 0.5851
N 2.3520 -0.9218 -0.0968
C -1.7967 -0.9556 0.1469
C 1.7296 0.3615 0.0095
C 2.4939 -1.9628 -0.6256
C -0.5052 1.3238 0.3450
C -0.7282 0.0095 -0.3090
H 1.6931 0.7639 -1.0210
H -1.9675 -0.8564 1.2232
H -1.4915 -1.9871 -0.0558
H -0.5061 -0.0190 -1.3794
H -0.1690 2.1486 -0.2858
H -2.7438 -0.7702 -0.3737
H -1.1020 1.6262 1.2029
H 2.3346 1.0223 0.6344
*
```

Results
ΔE to the lowest compared entry with this formula, charge and spin ... 59.6 kcal per mole
Kohn-Sham gap ... 10.735 eV

Entry from OMol25: a cluster of 5 separate species, C25H37O12P in total at a distorted geometry (ωB97M-V/def2-TZVPD).

```
! RIJCOSX wB97M-V def2-TZVPD def2/J DEFGRID3
* xyz -1 2
P -0.5125 5.1888 -1.8576
O 1.5329 -0.7375 -2.6193
O 1.7527 -0.6785 0.5404
O -1.6332 -4.8735 1.2406
O -2.0068 1.4617 4.3156
O -1.6391 4.2952 -2.6991
O 0.4824 4.0919 -1.0995
O -2.2061 -1.6598 -3.2186
O -2.6660 6.1284 1.4554
O 0.5797 -6.5706 0.3949
O -1.0615 6.2314 -0.9066
O 0.5076 5.8130 -2.9767
O 5.5384 -4.9399 1.9884
C -2.8328 4.0246 -1.9857
C 3.7394 -4.6736 0.5534
C 4.2219 -5.2877 1.6880
C -1.5115 2.8673 2.4236
C -1.5841 -4.6426 -1.1224
C 1.7999 0.2078 -1.6254
C 2.3656 -6.8041 1.8116
C -1.6658 4.0009 1.6654
C -2.0772 -2.5212 -2.1531
C 1.0491 0.0997 -0.3255
C -2.5029 4.9822 2.1658
C 1.1377 -0.8472 1.8514
C -1.9168 -3.9601 -2.2707
C 0.0757 6.7013 -4.0177
C -2.1165 2.6264 3.6903
C 2.4613 -5.0216 0.1158
C 1.7892 -6.0465 0.8374
C -3.1632 4.8288 3.4344
C 1.7449 -2.1523 -2.3087
C -1.8724 -2.6557 0.2246
C -2.9710 3.6988 4.1874
C -2.0313 -1.9204 -0.9049
C 1.6807 4.4666 -0.4746
C -1.7030 -4.0686 0.1317
C 3.5779 -6.3935 2.3106
H -0.9284 2.0449 2.0360
H -0.0299 7.7633 -3.7957
H -2.4119 -0.9368 -0.6727
H -1.4065 -5.6991 -1.2585
H 1.2397 -2.5502 -1.4286
H 5.7858 -5.5651 2.6736
H 0.2291 -7.2915 0.9230
H 4.0255 -6.8991 3.1535
H 2.5262 4.0765 -1.0412
H -3.0681 4.9064 -1.3897
H 0.9386 0.1383 2.2725
H -2.0706 1.6017 5.2632
H -3.6539 3.8087 -2.6692
H -1.2101 4.1537 0.6982
H -0.9563 6.4598 -4.2720
H 4.1588 -3.7416 0.2044
H 0.0982 -0.3741 -0.5694
H -1.9889 6.2758 0.7910
H 1.8278 5.5348 -0.3156
H -2.2806 -2.1164 -4.0598
H 1.5806 3.8994 0.4508
H 1.5695 1.1091 -2.1935
H 0.8194 1.1217 -0.0244
H -3.3724 3.6170 5.1867
H -1.9637 -2.3097 1.2436
H -2.7292 3.0974 -1.4220
H 1.8321 -7.6655 2.1853
H 1.7152 -1.3712 2.6131
H 1.8700 -4.6685 -0.7161
H 0.5780 6.5295 -4.9696
H 1.4115 -2.7930 -3.1250
H -0.7476 -5.2285 1.1336
H 0.1984 -1.3581 1.6396
H 2.8053 -2.3894 -2.2229
H -2.0228 -4.4819 -3.2103
H -3.5831 5.7648 3.7722
H 2.8509 0.2770 -1.3447
*
```

Results
Kohn-Sham gap (alpha / beta) ... 1.404 / 5.312 eV